Entry 1:
ORCA calculation (wB97M-V/def2-TZVPD) on a cluster of 12 separate species, C71H63Cl2F11O2 in total at a distorted geometry.

Calculated values
SMILES string = C[C@H](Cl)[C@H](Cl)COC=O.Fc1ccccc1.Fc1ccccc1.Fc1ccccc1.Fc1ccccc1.Fc1ccccc1.Fc1ccccc1.Fc1ccccc1.Fc1ccccc1.Fc1ccccc1.Fc1ccccc1.Fc1ccccc1
Gap between HOMO and LUMO = 9.387 eV
Total energy = -4912.5356 Ha

```
! wB97M-V def2-TZVPD RIJCOSX def2/J DEFGRID3
* xyz 0 1
C 3.1722 -1.8282 3.3565
C 1.9093 -0.8134 3.6050
Cl 1.8006 -0.5253 5.4657
C 0.4920 -1.5932 3.1828
Cl 0.7178 -2.3284 1.4585
C -0.6673 -0.4339 3.1640
O -2.0020 -0.8955 2.7454
C -2.3549 -2.1952 3.3399
O -2.7388 -2.3841 4.6260
H 3.9039 -1.7559 4.2960
H 2.7553 -2.9364 3.3648
H 3.8141 -1.5946 2.3971
H 1.9895 0.2255 3.0711
H 0.3447 -2.4219 4.0108
H -0.3247 0.3643 2.3451
H -0.6725 0.1585 4.2002
H -2.2455 -3.1525 2.6350
F 0.2388 1.6767 5.9144
C -0.5935 1.9665 6.9233
C -1.9638 2.0063 6.6899
C -2.8311 2.3030 7.7413
C -2.3170 2.5676 9.0131
C -0.9398 2.5301 9.2361
C -0.0737 2.2225 8.1872
H -2.3442 1.8063 5.6936
H -3.9045 2.3290 7.5710
H -2.9936 2.8033 9.8318
H -0.5418 2.7404 10.2259
H 0.9989 2.1803 8.3449
F -2.5292 -3.6314 -3.6653
C -2.8642 -3.0930 -2.4852
C -4.1911 -3.1251 -2.0706
C -4.5395 -2.5692 -0.8396
C -3.5578 -1.9771 -0.0413
C -2.2295 -1.9453 -0.4686
C -1.8797 -2.5112 -1.6943
H -4.9413 -3.5818 -2.7078
H -5.5729 -2.5961 -0.5029
H -3.8308 -1.5396 0.9167
H -1.4679 -1.4803 0.1527
H -0.8505 -2.5033 -2.0378
F -4.3630 4.1826 5.8813
C -4.4672 4.2275 4.5465
C -3.3148 4.1975 3.7689
C -3.4230 4.2391 2.3789
C -4.6834 4.3214 1.7818
C -5.8339 4.3561 2.5711
C -5.7258 4.3032 3.9605
H -2.3440 4.1419 4.2505
H -2.5285 4.2083 1.7618
H -4.7671 4.3583 0.6977
H -6.8135 4.4243 2.1042
H -6.6101 4.3201 4.5889
F 3.7852 -6.4103 -5.5774
C 2.5951 -5.8423 -5.3417
C 1.4538 -6.3755 -5.9306
C 0.2137 -5.7875 -5.6813
C 0.1302 -4.6651 -4.8537
C 1.2822 -4.1342 -4.2713
C 2.5204 -4.7292 -4.5118
H 1.5391 -7.2427 -6.5773
H -0.6855 -6.2015 -6.1308
H -0.8366 -4.2041 -4.6632
H 1.2152 -3.2581 -3.6308
H 3.4247 -4.3350 -4.0601
F -1.0595 -4.7101 1.6545
C -1.4833 -5.8100 2.2911
C -1.0166 -6.0816 3.5725
C -1.4616 -7.2240 4.2376
C -2.3609 -8.0887 3.6089
C -2.8197 -7.8100 2.3206
C -2.3832 -6.6618 1.6602
H -0.3118 -5.4029 4.0417
H -1.1086 -7.4412 5.2427
H -2.7043 -8.9819 4.1264
H -3.5165 -8.4866 1.8317
H -2.7365 -6.4252 0.6620
F 6.3963 -3.7061 2.9083
C 6.2921 -3.6611 1.5735
C 7.4445 -3.6912 0.7959
C 7.3363 -3.6496 -0.5941
C 6.0760 -3.5673 -1.1912
C 4.9254 -3.5326 -0.4019
C 5.0335 -3.5855 0.9875
H 8.4153 -3.7468 1.2775
H 8.2308 -3.6804 -1.2112
H 5.9922 -3.5304 -2.2753
H 3.9458 -3.4644 -0.8688
H 4.1492 -3.5685 1.6159
F -5.6374 5.6578 -1.6950
C -4.5341 6.3686 -1.9634
C -4.0360 6.3950 -3.2614
C -2.8902 7.1392 -3.5423
C -2.2483 7.8405 -2.5186
C -2.7531 7.8037 -1.2179
C -3.9052 7.0686 -0.9397
H -4.5432 5.8373 -4.0419
H -2.4972 7.1726 -4.5554
H -1.3521 8.4172 -2.7372
H -2.2495 8.3470 -0.4220
H -4.3163 7.0362 0.0638
F -4.5480 -7.9504 -0.3889
C -4.1341 -7.8182 -1.6561
C -3.2380 -8.7418 -2.1831
C -2.8108 -8.6075 -3.5041
C -3.2764 -7.5436 -4.2806
C -4.1717 -6.6189 -3.7410
C -4.6074 -6.7599 -2.4237
H -2.8807 -9.5569 -1.5623
H -2.1164 -9.3287 -3.9279
H -2.9395 -7.4367 -5.3095
H -4.5296 -5.7893 -4.3461
H -5.3099 -6.0553 -1.9911
F 4.5626 -1.4306 -3.4294
C 5.6659 -0.7198 -3.6977
C 6.1640 -0.6934 -4.9958
C 7.3098 0.0508 -5.2766
C 7.9517 0.7521 -4.2530
C 7.4469 0.7153 -2.9523
C 6.2948 -0.0198 -2.6741
H 5.6568 -1.2511 -5.7763
H 7.7028 0.0842 -6.2898
H 8.8479 1.3288 -4.4716
H 7.9505 1.2586 -2.1564
H 5.8837 -0.0522 -1.6705
F 2.4727 0.5047 1.4088
C 2.8269 1.4435 0.5213
C 3.7357 2.4282 0.8928
C 4.1087 3.4029 -0.0326
C 3.5596 3.3884 -1.3171
C 2.6443 2.3989 -1.6789
C 2.2802 1.4179 -0.7569
H 4.1454 2.4284 1.8976
H 4.8245 4.1725 0.2456
H 3.8474 4.1515 -2.0372
H 2.2152 2.3920 -2.6780
H 1.5769 0.6362 -1.0241
F -0.8273 10.1309 -1.3591
C -0.4731 11.0698 -2.2466
C 0.4357 12.0545 -1.8751
C 0.8087 13.0292 -2.8005
C 0.2596 13.0147 -4.0850
C -0.6557 12.0251 -4.4468
C -1.0198 11.0442 -3.5248
H 0.8454 12.0547 -0.8702
H 1.5245 13.7988 -2.5223
H 0.5474 13.7778 -4.8051
H -1.0848 12.0183 -5.4459
H -1.7231 10.2624 -3.7920
*
```

***

Entry 2:
ORCA calculation (wB97M-V/def2-TZVPD) on a structure of composition C71H71MoP3Si.

Calculated values
Gap between HOMO and LUMO (alpha / beta) = 7.692 / 7.265 eV
⟨S²⟩ = 2.057
Total energy = -4129.4527 Ha

```
! wB97M-V def2-TZVPD RIJCOSX def2/J DEFGRID3
* xyz 2 3
Mo -0.0965 0.0026 0.3667
C -4.6825 -4.4274 -2.4222
C -3.4046 -4.8332 -2.7733
C -2.3301 -3.9584 -2.6543
C -2.5187 -2.6660 -2.1743
C -3.8149 -2.2637 -1.8406
C -4.8863 -3.1317 -1.9629
P -1.1956 -1.3705 -2.1079
C 0.0415 -1.9767 -3.3132
C 0.3173 -1.2435 -4.4670
C 1.2110 -1.7307 -5.4131
C 1.8191 -2.9646 -5.2310
C 1.5600 -3.6945 -4.0785
C 0.6982 -3.1916 -3.1168
C -2.1078 -0.1155 -3.0743
C -2.9356 -0.4747 -4.1431
C -3.6503 0.5010 -4.8156
C -3.5565 1.8329 -4.4206
C -2.7001 2.1907 -3.3911
C -1.9479 1.2156 -2.7266
Si -0.4819 1.6282 -1.6414
C 0.9729 1.7270 -2.8181
C 0.8573 2.1707 -4.1408
C 1.9886 2.3810 -4.9107
C 3.2545 2.1560 -4.3697
C 3.3842 1.7076 -3.0692
C 2.2379 1.4915 -2.2941
P 2.3522 0.7592 -0.6273
C 3.6604 -0.5050 -0.9921
C 3.4794 -1.3427 -2.0954
C 4.4847 -2.2151 -2.4890
C 5.6810 -2.2721 -1.7871
C 5.8729 -1.4421 -0.6958
C 4.8738 -0.5581 -0.3061
C 3.3028 1.9618 0.3758
C 3.5964 1.6649 1.7087
C 4.4319 2.4842 2.4525
C 4.9821 3.6213 1.8723
C 4.6615 3.9478 0.5624
C 3.8146 3.1321 -0.1804
C -0.8347 3.4064 -1.2176
C -0.7035 4.5148 -2.0616
C -1.2798 5.7239 -1.7098
C -2.0156 5.8352 -0.5291
C -2.1268 4.7542 0.3256
C -1.5107 3.5509 -0.0234
P -1.3166 2.1924 1.1846
C -0.4428 3.2757 2.3843
C 0.8512 3.5792 1.9599
C 1.6236 4.5125 2.6286
C 1.1063 5.1724 3.7366
C -0.1909 4.9083 4.1434
C -0.9659 3.9735 3.4671
C -3.0578 1.7954 1.5540
C -3.6271 0.9056 0.6372
C -4.9802 0.6123 0.6784
C -5.7853 1.2033 1.6429
C -5.2320 2.0906 2.5539
C -3.8756 2.3917 2.5107
H -5.5184 -5.1107 -2.5196
H -3.2356 -5.8324 -3.1570
H -1.3571 -4.2970 -2.9761
H -3.9996 -1.2474 -1.5095
H -5.8849 -2.7920 -1.7132
H -0.1650 -0.2926 -4.6424
H 1.4138 -1.1486 -6.3045
H 2.4940 -3.3556 -5.9849
H 2.0376 -4.6546 -3.9200
H 0.5319 -3.7660 -2.2164
H -3.0336 -1.5097 -4.4468
H -4.2936 0.2211 -5.6422
H -4.1444 2.5905 -4.9249
H -2.6101 3.2342 -3.1045
H -0.1273 2.3489 -4.5685
H 1.8933 2.7188 -5.9359
H 4.1411 2.3163 -4.9746
H 4.3704 1.5079 -2.6673
H 2.5641 -1.2927 -2.6708
H 4.3385 -2.8384 -3.3605
H 6.4672 -2.9495 -2.1025
H 6.8080 -1.4640 -0.1473
H 5.0685 0.1041 0.5246
H 3.1905 0.7722 2.1660
H 4.6623 2.2299 3.4813
H 5.6467 4.2583 2.4465
H 5.0710 4.8426 0.1089
H 3.5641 3.4155 -1.1935
H -0.1609 4.4276 -2.9985
H -1.1720 6.5843 -2.3600
H -2.4815 6.7778 -0.2675
H -2.6638 4.8579 1.2630
H 1.2472 3.0981 1.0796
H 2.6214 4.7375 2.2743
H 1.7065 5.9047 4.2654
H -0.6157 5.4370 4.9899
H -1.9792 3.8295 3.7956
H -3.0029 0.4523 -0.1265
H -5.4100 -0.0723 -0.0449
H -6.8445 0.9737 1.6822
H -5.8565 2.5592 3.3041
H -3.4799 3.0933 3.2259
C -1.1938 -0.8816 2.2500
C -0.7489 -2.0699 1.6010
C 0.6884 -2.0185 1.5758
C 1.0437 -0.8007 2.2425
C -0.0895 -0.2156 2.8368
C -0.0528 0.2913 4.2757
C 1.1687 1.1635 4.5802
C 0.1348 -1.0453 5.0404
C -1.3623 0.9064 4.7940
C 1.7674 -3.1044 1.4191
C 1.4938 -4.2186 2.4457
C 1.8654 -3.6765 0.0085
C 3.1408 -2.5342 1.7918
C -1.7833 -3.1839 1.4903
C -3.1609 -2.5675 1.1836
C -1.4488 -4.2962 0.4990
C -1.8934 -3.8035 2.8984
H -2.2159 -0.7214 2.5521
H 2.0413 -0.5756 2.5628
H 2.1025 0.6084 4.4378
H 1.1336 1.4653 5.6303
H 1.2053 2.0652 3.9705
H 1.0371 -1.5729 4.7158
H -0.7278 -1.7068 4.9057
H 0.2328 -0.8225 6.1058
H -1.2532 1.9659 4.9618
H -1.6244 0.4605 5.7562
H -2.2072 0.7433 4.1246
H 0.6913 -4.8880 2.1472
H 1.2489 -3.7958 3.4245
H 2.3973 -4.8205 2.5605
H 0.9496 -4.1790 -0.2901
H 2.6775 -4.4081 -0.0392
H 2.0905 -2.8832 -0.7028
H 3.2117 -2.3055 2.8605
H 3.3786 -1.6468 1.2162
H 3.9019 -3.2823 1.5688
H -3.0899 -1.7660 0.4544
H -3.6278 -2.1597 2.0842
H -3.8311 -3.3293 0.7873
H -1.1367 -3.8961 -0.4567
H -2.3339 -4.9097 0.3280
H -0.6691 -4.9544 0.8735
H -2.2066 -3.0584 3.6344
H -0.9571 -4.2488 3.2341
H -2.6524 -4.5893 2.8712
*
```

***

Q: Among the records above, which one has the highest total energy?
A: C71H71MoP3Si